Record 1
This record from OMol25 describes a cluster of 2 separate species, C5H8O2 in total. The level of theory is ωB97M-V/def2-TZVPD.

Summary:
Orbital gap in eV: 9.48
ΔE to the lowest compared entry with this formula, charge and spin in eV: 5.435
Highest occupied orbital energy in hartree: -0.3240

Structure (ORCA input):
```
! wB97M-V def2-TZVPD RIJCOSX def2/J DEFGRID3
* xyz 0 1
C -0.5523 -1.9146 0.5460
C -0.4669 -0.6208 -0.2496
O -0.9461 -0.8797 -1.5523
C -0.7733 2.4616 0.8704
O -0.1428 2.6946 -0.2513
C 0.9278 -0.1147 -0.2778
C 2.0569 0.3137 -0.3139
H -1.5938 -2.2435 0.5860
H -0.1825 -1.7610 1.5635
H 0.0476 -2.6895 0.0623
H -0.9898 -0.0392 -2.0271
H -0.0855 1.8073 1.4806
H -1.0980 0.1365 0.2416
H 0.7183 2.2268 -0.3355
H 3.0804 0.6223 -0.3429
*
```



Record 2
This record from OMol25 describes the molecule C5H8O2. The level of theory is ωB97M-V/def2-TZVPD.

Summary:
SMILES string: C#CCOCCO
Orbital gap in eV: 11.04
ΔE to the lowest compared entry with this formula, charge and spin in eV: 2.904
Highest occupied orbital energy in hartree: -0.3718

Structure (ORCA input):
```
! wB97M-V def2-TZVPD RIJCOSX def2/J DEFGRID3
* xyz 0 1
C -3.2464 1.5412 0.5667
C -2.1051 1.3471 0.2410
C -0.7020 1.2122 -0.1496
O -0.2392 -0.1001 0.0675
C 1.1723 -0.1336 -0.0011
C 1.6097 -1.5776 0.1217
O 1.2104 -2.3368 -0.9961
H -4.2518 1.7390 0.8651
H -0.5621 1.4910 -1.2061
H -0.1224 1.9330 0.4515
H 1.5077 0.2792 -0.9660
H 1.5851 0.4798 0.8159
H 2.7019 -1.6364 0.1793
H 1.1931 -1.9855 1.0547
H 0.2487 -2.2524 -1.0444
*
```



Record 3
This record from OMol25 describes a structure of composition C5H8O2. The level of theory is ωB97M-V/def2-TZVPD.

Summary:
Orbital gap (alpha / beta) in eV: 6.96 / 6.95
ΔE to the lowest compared entry with this formula, charge and spin in eV: 6.688
Highest occupied orbital energy (alpha / beta) in hartree: -0.2586 / -0.2585

Structure (ORCA input):
```
! wB97M-V def2-TZVPD RIJCOSX def2/J DEFGRID3
* xyz 0 1
C -0.4609 1.6523 -1.1339
C -0.2438 0.3581 -0.4025
C 1.0394 -0.2634 -0.3223
C -0.2603 0.3857 1.1786
O 1.2705 0.1248 1.5386
C -1.0833 -0.9101 0.9988
O -1.3107 -0.5882 -0.3934
H -0.4413 1.5421 -2.2229
H 0.3230 2.3536 -0.8280
H -1.4220 2.0673 -0.8214
H 1.0986 -1.3474 -0.3070
H 1.9579 0.2604 -0.5652
H 1.3045 -0.6217 2.1496
H -0.5733 -1.8881 1.1050
H -2.0314 -0.9580 1.5464
*
```



Record 4
This record from OMol25 describes the molecule C5H8O2. The level of theory is ωB97M-V/def2-TZVPD.

Summary:
Orbital gap in eV: 9.28
ΔE to the lowest compared entry with this formula, charge and spin in eV: 4.653
Highest occupied orbital energy in hartree: -0.3132

Structure (ORCA input):
```
! wB97M-V def2-TZVPD RIJCOSX def2/J DEFGRID3
* xyz 0 1
C -0.9985 1.2639 -1.2816
C -1.3296 0.3044 -0.1688
O -0.9069 -1.0481 -0.2987
C -0.3504 -0.2731 0.7568
C 1.9964 -2.2486 0.9061
O 1.8207 -1.0641 1.4192
C 1.1281 -0.0136 0.6889
H -1.1075 2.2962 -0.9314
H 0.0194 1.1243 -1.6546
H -1.6880 1.1183 -2.1192
H -2.3470 0.3964 0.2172
H -0.6922 -0.5578 1.7538
H 1.5642 -2.2082 -0.1340
H 1.4896 -0.0089 -0.3433
H 1.4018 0.9189 1.1897
*
```



Record 5
This record from OMol25 describes the molecule C5H8O2. The level of theory is ωB97M-V/def2-TZVPD.

Summary:
SMILES string: C[C@@]12C[C@]1(O)CO2
Orbital gap in eV: 10.12
ΔE to the lowest compared entry with this formula, charge and spin in eV: 3.177
Highest occupied orbital energy in hartree: -0.3442

Structure (ORCA input):
```
! wB97M-V def2-TZVPD RIJCOSX def2/J DEFGRID3
* xyz 0 1
C -1.4754 -1.1659 0.5256
C -0.3683 -0.4882 -0.2933
C -0.5334 0.8422 -0.9525
C 0.4610 0.6281 0.1915
O 0.4218 1.1700 1.4598
C 1.6810 -0.0335 -0.3735
O 0.8491 -0.9855 -1.0878
H -2.2977 -1.5820 -0.0682
H -1.9422 -0.4002 1.1760
H -1.1115 -1.9352 1.2138
H -0.0803 0.8054 -1.9372
H -1.4578 1.4047 -0.8588
H 1.2290 1.6900 1.5572
H 2.3695 0.6167 -0.9438
H 2.2552 -0.5666 0.3912
*
```



Record 6
This record from OMol25 describes the molecule C5H8O2. The level of theory is ωB97M-V/def2-TZVPD.

Summary:
Orbital gap in eV: 9.59
ΔE to the lowest compared entry with this formula, charge and spin in eV: 4.037
Highest occupied orbital energy in hartree: -0.3220

Structure (ORCA input):
```
! wB97M-V def2-TZVPD RIJCOSX def2/J DEFGRID3
* xyz 0 1
O -2.2706 0.6798 1.0926
C -1.1993 -0.1894 0.8567
C -0.8059 -0.5170 -0.6026
C 0.6652 -0.4034 -0.1859
C 2.4953 -0.1977 -1.6089
O 1.4608 0.3954 -1.0821
C 0.2445 0.3110 1.1052
H -2.0985 1.4983 0.6086
H -1.4214 -1.0928 1.4307
H -1.0720 0.3064 -1.2754
H -1.1427 -1.4617 -1.0368
H 1.1872 -1.3522 -0.0493
H 2.9030 0.6068 -2.2723
H 0.3123 1.3986 0.9864
H 0.7421 0.0178 2.0331
*
```



| no. | strongest force on any atom (hartree/bohr) |
| --- | --- |
| 1 | 0.0111 |
| 2 | 0.0106 |
| 3 | 0.0071 |
| 4 | 0.0083 |
| 5 | 0.0311 |
| 6 | 0.0105 |